Computed, not measured: a structure of composition C39H47N4PdS, with the ωB97M-V functional and the def2-TZVPD basis.

Computed properties:
Lowest unoccupied orbital energy (spin up / spin down), eV: -7.852 / -10.274
Orbital gap (spin up / spin down), eV: 7.4 / 5.6
Net charge: +3
2S+1: 5
HOMO (spin up / spin down), eV: -15.30 / -15.92
<S²>: 6.06
Calculated total energy, eV: -61451.264

Each line ends with the Löwdin charge.
Geometry (Å):
H -2.144 -5.766 3.003  0.1244
H -1.659 3.578 0.843  0.0769
H 0.239 -0.614 -2.547  0.0514
C -0.997 -3.732 0.537  -0.2827
H -1.216 6.237 1.129  0.0959
N 0.340 4.832 1.361  -0.1176
C -2.954 0.165 0.379  -0.2253
H 0.609 -8.108 -1.032  0.1286
H 3.172 2.473 -0.455  0.0788
H -0.621 7.415 -0.645  0.1114
N 0.365 5.538 -0.871  -0.0926
H -5.992 -0.424 -0.924  0.1268
H 2.415 0.716 1.891  0.0544
H -0.032 -4.851 2.115  0.1310
C -3.660 0.405 -2.043  -0.0170
C -0.529 5.891 1.895  -0.0001
C 3.218 -5.300 -0.441  0.0183
C 1.196 -0.304 -2.994  -0.0557
H 3.024 -8.617 -0.978  0.1335
C 0.219 -3.120 0.085  -0.0923
C 2.652 3.404 -0.678  -0.0268
C 2.321 0.045 -0.716  -0.3237
C 3.641 -6.588 -0.625  -0.0165
C -1.278 1.746 -0.162  -0.4025
C -3.373 -4.758 1.557  -0.0192
N 1.128 0.594 -0.126  -0.3478
C 2.356 -0.435 -2.042  -0.2359
C 1.203 3.339 -0.318  -0.3317
H 4.116 1.179 1.703  0.0949
H 4.693 -6.830 -0.626  0.1284
C -2.160 -5.102 2.151  -0.0305
H -0.484 5.725 -2.764  0.1178
H -4.294 -5.167 1.948  0.1243
C 4.602 -1.228 -1.631  -0.0406
H 0.047 6.725 2.291  0.1145
H -0.172 -5.806 -0.690  0.1221
H 1.424 3.110 1.952  0.0827
C 3.397 0.367 1.579  -0.0309
H -1.105 -0.425 2.385  0.0527
H 3.708 -0.425 2.260  0.0950
H 0.952 7.435 -1.456  0.1130
C -2.102 2.965 0.062  0.0143
H -4.446 0.014 -2.684  0.0941
H 5.391 -0.897 0.331  0.1291
H -2.188 3.560 -0.849  0.1079
C 0.928 3.971 2.394  0.0233
C -2.065 -0.022 2.742  -0.0244
C 4.542 -0.768 -0.327  -0.0285
H -3.625 1.485 -2.206  0.0860
H -6.441 -0.959 1.443  0.1218
C 1.472 -3.634 -0.183  -0.0047
C -2.235 -3.370 -0.035  -0.0463
C 0.565 4.631 0.071  -0.2934
S 0.408 1.861 -0.875  1.1617
H -2.263 -2.712 -0.900  0.1083
H 0.180 4.123 -2.442  0.0762
H 0.890 7.224 0.292  0.0994
H 2.780 3.597 -1.751  0.1120
C -3.159 -0.146 1.718  -0.2203
C 2.690 -7.599 -0.823  0.0280
H 1.273 5.493 -2.771  0.1152
H -4.354 -3.641 0.005  0.1185
C -4.440 -0.549 2.082  -0.0192
H -4.639 -0.790 3.118  0.1259
H 1.358 -0.931 -3.868  0.0942
C -5.452 -0.646 1.140  -0.0397
C 0.383 6.995 -0.639  0.0145
N -1.614 0.537 -0.039  0.0140
C -5.201 -0.342 -0.191  -0.0177
C -0.976 -4.599 1.650  -0.0179
H -3.100 2.655 0.370  0.1122
C -3.938 0.070 -0.603  -0.2205
H -1.105 5.452 2.709  0.1086
H -1.891 1.020 3.021  0.0843
Pd -0.110 -1.100 0.012  0.9066
H -2.711 -0.014 -2.386  0.0734
H 2.296 -2.924 -0.242  0.0975
H 5.499 -1.713 -1.993  0.1216
H 1.066 0.716 -3.360  0.0723
C -3.410 -3.896 0.465  -0.0438
H 3.933 -4.501 -0.292  0.1237
H 3.138 4.215 -0.136  0.1157
H 0.137 3.629 3.060  0.1053
H -2.328 -0.561 3.649  0.0927
C 3.513 -1.063 -2.478  -0.0269
C 3.405 -0.127 0.157  -0.2375
H 1.652 4.546 2.971  0.1211
C 0.883 -6.032 -0.642  0.0230
C 0.340 5.188 -2.296  0.0050
C 1.318 -7.314 -0.844  -0.0145
C 1.825 -4.986 -0.411  -0.1646
H 3.562 -1.432 -3.494  0.1251

---

Computed, not measured: a cluster of 2 separate species, C17H26NS2 in total, with the ωB97M-V functional and the def2-TZVPD basis.

Computed properties:
Lowest unoccupied orbital energy, eV: -4.683
Orbital gap, eV: 7.5
Net charge: +1
HOMO, eV: -12.16
Calculated total energy, eV: -41203.840

Each line ends with the Löwdin charge.
Geometry (Å):
C 1.109 -1.668 0.804  -0.2663
H 2.058 0.860 -0.825  0.1364
C -0.326 3.242 -0.339  -0.0532
C 2.613 -1.266 -1.072  -0.1405
C -0.009 2.290 -2.533  -0.0588
H -4.816 -0.865 -0.558  0.1320
C -0.968 0.827 -0.705  -0.7320
H 3.620 -0.875 -1.235  0.1181
S -1.855 1.012 0.768  1.0316
H 0.558 5.182 -0.011  0.1178
H 0.632 0.392 0.761  0.1021
H 2.516 -3.149 0.050  0.1263
H -3.407 -1.157 -2.602  0.0945
S -1.342 -0.328 -1.919  1.0444
C -0.206 -1.231 2.938  -0.0786
H 2.372 -1.909 -1.925  0.1161
C 2.474 -2.066 0.214  -0.1354
H -2.749 -2.056 -1.185  0.0886
C 0.450 4.350 -0.710  -0.0454
H -0.509 -0.205 2.674  0.0272
C -3.251 -0.157 0.695  -0.4074
H -0.821 3.234 0.635  0.0804
C 0.793 3.379 -2.897  -0.0419
H 1.192 3.441 -3.915  0.1198
C 1.596 -0.123 -0.985  -0.2207
H -0.149 -1.293 4.038  0.0909
N 0.652 -0.406 0.097  -0.0625
C 1.641 -2.908 2.956  -0.0637
C 1.154 -1.591 2.336  -0.3975
H -2.870 -1.113 1.085  0.0837
H 1.630 -2.840 4.053  0.0880
C -2.971 -1.059 -1.597  -0.4232
H -4.135 0.695 -1.088  0.1261
H -0.279 1.538 -3.284  0.0925
C -3.889 -0.288 -0.674  -0.2779
H 1.595 5.295 -2.284  0.1181
C -0.478 2.150 -1.214  -0.3127
H -3.956 0.281 1.420  0.0968
H -0.985 -1.931 2.584  0.0869
H 0.988 -3.743 2.667  0.0940
H 1.065 -0.113 -1.938  0.0533
H 3.290 -1.819 0.904  0.1192
H 1.890 -0.806 2.594  0.1492
H 2.666 -3.151 2.657  0.0762
C 1.020 4.419 -1.985  -0.0429
H 0.399 -2.470 0.551  0.1502

---

Computed, not measured: a cluster of 2 separate species, CH5BS in total, with the ωB97M-V functional and the def2-TZVPD basis.

Computed properties:
Lowest unoccupied orbital energy, eV: 0.384
Orbital gap, eV: 10.7
HOMO, eV: -10.28
Calculated total energy, eV: -12627.194

Each line ends with the Löwdin charge.
Geometry (Å):
H 0.452 -0.629 -1.277  0.0276
B -0.321 -0.768 -0.397  -0.6251
H -0.159 1.532 -1.151  -0.0327
H -0.379 0.006 1.736  0.0206
H 1.421 0.557 0.729  0.1976
S -1.122 1.059 -0.223  0.8436
H -1.214 -1.508 -0.214  0.0265
C 0.065 0.027 0.768  -0.4581

---

Computed, not measured: a structure of composition C48H45FN6O7Sr, with the ωB97M-V functional and the def2-TZVPD basis.

Computed properties:
Lowest unoccupied orbital energy, eV: -0.652
Orbital gap, eV: 7.1
HOMO, eV: -7.78
Calculated total energy, eV: -77337.361

Each line ends with the Löwdin charge.
Geometry (Å):
H -2.899 -3.101 -1.011  0.1173
C -4.524 -2.543 1.925  -0.0731
O -1.110 1.037 1.623  -0.2509
H -1.158 -3.700 0.727  0.1210
H -1.946 -4.281 -5.405  0.1004
C 1.966 -2.539 3.919  0.0346
H 3.159 2.286 -1.061  0.1384
C 2.878 -3.369 -2.648  -0.0076
H -1.865 -2.080 -6.521  0.1120
H -7.048 -3.948 2.990  0.1208
H 3.981 1.863 1.786  0.1091
C 2.248 -3.910 3.633  -0.2650
O -2.945 2.218 2.144  0.0486
H 1.689 -5.599 2.521  0.0995
H -1.604 0.422 -6.318  0.1169
C -4.865 -4.809 1.173  0.0458
O -0.341 2.155 -1.107  -0.2044
H 3.382 -5.663 4.159  0.0743
C -0.465 1.093 -3.194  -0.1567
H 0.536 -5.308 -1.948  0.1001
C -6.002 -4.089 3.277  -0.1335
C -1.265 0.280 -5.299  0.0052
C -5.623 -1.708 3.971  -0.3156
C 0.337 -2.407 2.117  -0.2924
H 2.128 -5.809 -2.535  0.1258
C 1.896 -5.878 -0.363  -0.1395
H 4.669 -2.345 -4.238  0.1172
H 1.621 -3.152 -1.170  0.1121
C 4.234 -1.599 -3.582  -0.0007
H 3.333 -4.046 -3.366  0.1415
C 1.528 -4.541 2.672  -0.0089
Sr -0.264 0.221 -0.153  1.6198
C -0.830 -1.161 -3.401  -0.1963
H 0.950 2.221 1.576  0.0966
C 2.616 -1.089 -1.736  -0.2867
H 2.691 -6.622 -0.426  0.1173
H -1.252 -5.735 -0.164  0.1264
C 0.529 -3.853 1.913  -0.1100
C 3.079 0.278 -1.827  -0.0956
H -6.944 -0.129 3.326  0.0866
H 0.294 -7.342 -0.375  0.1281
C 3.308 -4.611 4.432  -0.0522
H 3.103 -4.535 5.500  0.0814
H 6.604 0.475 -3.953  0.0818
H -7.387 -1.718 2.705  0.0826
C 4.642 -0.300 -3.642  -0.2717
C 2.706 0.542 2.898  -0.2384
N 2.013 -3.878 -1.802  0.0559
H -5.287 -5.796 1.302  0.1297
C -3.172 -0.097 1.698  -0.0103
C 0.054 2.217 -2.292  -0.6643
C 1.609 -5.259 -1.745  -0.1498
C -0.889 1.334 -4.521  0.0246
H 3.491 0.345 3.639  0.1188
H -5.245 -1.091 4.792  0.1475
C -1.601 -2.181 -5.476  -0.0334
C 5.742 0.169 -4.549  -0.0536
N 1.991 1.127 0.165  -0.0734
C 1.036 -1.817 3.243  -0.1036
H 4.279 -4.146 4.254  0.0833
H -7.702 -1.310 4.400  0.0859
C -3.720 -2.295 0.794  -0.0318
H -4.155 0.351 3.502  0.1509
C -1.230 -1.027 -4.755  -0.1457
C -0.869 -2.431 -2.790  -0.0275
H 0.906 -6.963 1.226  0.1095
N -0.432 -5.573 0.399  0.0521
C -1.637 -3.401 -4.859  -0.0842
C -3.505 -3.314 -0.141  0.0486
C -4.051 -4.547 0.077  -0.2604
C -5.647 -3.162 4.432  -0.1333
H -6.368 -3.270 5.242  0.1199
H -4.662 -3.431 4.820  0.1272
N 1.435 0.596 3.576  0.0814
O -0.358 -1.745 1.335  -0.0808
O -2.340 -0.807 -0.407  -0.1081
H 2.954 2.677 2.984  0.1121
O 0.830 3.017 -2.815  0.0361
C -2.341 1.210 1.809  -0.6338
C 2.980 1.889 2.230  -0.1631
C -5.118 -3.814 2.092  -0.1289
N -4.688 -1.555 2.862  0.0017
C 1.947 2.196 1.136  -0.2139
C 2.693 1.309 -0.873  -0.1149
H 6.056 -0.622 -5.227  0.0730
H 2.249 -5.086 0.297  0.0980
H 2.177 3.168 0.683  0.1266
C 0.707 -0.426 3.663  -0.1179
H -0.263 -0.299 4.139  0.1256
C -1.283 -3.522 -3.504  -0.0875
C 3.239 -2.024 -2.663  -0.1196
C -4.009 -0.384 2.721  0.0411
C -3.011 -1.018 0.611  -0.3210
H 5.428 1.030 -5.138  0.0813
C 4.030 0.617 -2.760  0.0407
H 2.738 -0.251 2.138  0.1113
C 0.651 -6.528 0.258  -0.1729
H -5.891 -5.131 3.580  0.1203
C -7.004 -1.186 3.573  -0.0213
H -1.367 -4.495 -3.038  0.0898
H -0.584 -2.478 -1.748  0.0936
H -0.899 2.351 -4.885  0.1218
C -0.364 -4.385 1.008  -0.0172
N -0.443 -0.100 -2.656  0.0808
O 1.737 -1.475 -0.922  -0.0785
H 4.329 1.657 -2.813  0.1310
F -3.761 -5.567 -0.778  0.0354
H 2.511 -2.072 4.732  0.1335

---

Computed, not measured: a structure of composition C39H57IrN9P2S, with the ωB97M-V functional and the def2-TZVPD basis.

Computed properties:
Lowest unoccupied orbital energy, eV: -7.736
Orbital gap, eV: 8.1
Net charge: +3
HOMO, eV: -15.86
Calculated total energy, eV: -87012.464

Each line ends with the Löwdin charge.
Geometry (Å):
C 1.138 2.450 3.365  -0.4304
H 0.569 -5.428 -0.463  0.1193
H -5.582 -1.498 -2.375  0.1179
H -2.253 1.729 1.597  0.0872
H -3.053 -3.523 -0.552  0.1338
C -3.307 3.068 0.322  -0.0069
H -1.786 -3.368 -1.723  0.0867
H -0.384 -3.409 1.215  0.1152
H 2.663 -2.326 -0.767  0.0798
C -2.608 -2.825 -1.266  -0.1565
H 4.352 3.124 -1.669  0.1067
C 1.521 2.740 -1.557  -0.6388
C -2.411 -0.704 3.926  0.0053
H -0.175 -3.261 -1.057  0.0752
H -4.081 4.307 -1.263  0.1389
C -2.216 2.326 0.703  -0.1290
H -0.035 -2.839 -2.949  0.0762
H -0.299 -0.968 -6.342  0.1198
H 0.878 -2.665 -5.163  0.1277
H 4.917 -1.052 4.682  0.1072
H -3.083 0.044 -1.571  0.1154
C -4.943 -1.987 -1.640  -0.1662
C -0.339 0.535 -4.784  -0.1688
S 1.981 1.351 -0.703  0.7673
C 0.747 -1.736 -4.608  -0.1866
H -3.885 -3.390 -2.901  0.1278
H 0.890 -2.263 1.570  0.0691
C 1.589 -5.071 -0.289  -0.1741
C 3.856 -1.075 2.312  0.0059
H -0.112 1.503 -5.234  0.1136
C -0.473 0.305 3.788  -0.4391
C 1.727 4.022 5.244  0.0144
H 1.250 -0.219 -6.052  0.1162
C 0.357 -0.597 -5.554  -0.1686
C -0.307 -1.960 -3.524  -0.1711
P -0.401 -0.985 -0.768  1.0662
N 1.415 3.676 3.853  -0.0985
H -1.427 0.421 -4.837  0.1207
N -0.908 0.181 2.529  -0.0592
H 3.798 1.922 -2.862  0.0937
C -4.611 -1.019 -0.488  -0.1645
N -1.361 -0.230 4.652  -0.1016
H 1.162 0.522 -3.233  0.0875
C 1.779 4.504 -2.888  0.0194
H 3.347 -1.505 5.368  0.1071
C -3.191 -0.465 -0.607  -0.2325
H 4.176 3.574 -3.383  0.1103
C -0.925 3.111 -1.021  -0.2290
H 1.598 -4.612 -2.408  0.1167
C -3.231 3.768 -0.868  0.0143
H -5.511 -2.833 -1.254  0.1197
H 2.305 5.182 -3.537  0.1507
C 2.994 -0.762 1.308  -0.1504
H 4.805 -1.582 2.298  0.1482
C 3.769 2.972 -2.576  0.0089
H -2.189 -0.665 6.508  0.1067
C 0.602 -3.067 0.890  -0.1886
H -0.227 5.295 -2.575  0.1311
H 2.613 -3.849 1.163  0.1072
C 0.524 4.546 -2.427  0.0043
C -1.245 -0.302 6.112  0.0090
H 2.717 3.660 5.510  0.1039
H 2.198 -5.964 -0.165  0.1203
H -5.322 -0.192 -0.469  0.1158
H -1.624 -0.495 -2.672  0.0705
C 0.074 0.525 -3.310  -0.2297
H 3.108 -0.935 0.258  0.0705
C -0.551 -0.695 -2.634  -0.3542
P 1.137 0.918 4.336  1.2122
H 0.982 3.596 5.911  0.0928
H 1.821 -2.248 -2.286  0.0837
N 2.383 3.382 -2.354  -0.0926
H 1.578 5.606 2.941  0.1443
H -2.100 -1.894 0.591  0.0745
H -4.202 3.056 0.927  0.1347
C 1.089 3.829 1.697  -0.0883
C 3.881 -0.747 4.799  0.0133
C -2.144 -1.575 -0.453  -0.4072
N 0.339 3.418 -1.601  0.0091
C -3.669 -2.497 -2.314  -0.1865
N -1.047 2.269 0.023  -0.0262
H 1.704 5.103 5.339  0.1066
H 0.999 4.182 0.687  0.1016
C 2.118 -0.028 3.146  -0.4314
H -2.747 -0.668 1.779  0.0797
C -2.127 -0.445 2.621  -0.1066
C -2.023 3.794 -1.535  0.0306
H -1.937 4.351 -2.452  0.1213
H -1.252 -2.209 -4.012  0.1241
N 3.294 -0.607 3.462  -0.0950
C 1.386 4.555 2.810  -0.0022
Ir 0.346 0.865 0.824  0.9860
H -3.268 -1.169 4.383  0.1468
C 1.603 -4.233 0.988  -0.1770
H -3.295 -1.755 -3.025  0.0985
H 1.718 -1.522 -4.152  0.1016
H 3.157 -4.420 -1.645  0.1204
H 1.356 -4.852 1.851  0.1184
H -3.043 0.305 0.142  0.0499
C 2.088 -4.259 -1.498  -0.1551
H -0.302 1.426 -2.833  0.0788
N 1.898 -0.134 1.831  -0.1328
N 0.937 2.515 2.052  -0.0823
H -0.453 -0.991 6.396  0.1013
H 3.852 0.203 5.325  0.0854
H -4.712 -1.527 0.477  0.1166
C 0.511 -2.571 -0.566  -0.4379
H -1.048 0.685 6.523  0.0942
C 1.833 -2.752 -1.319  -0.1902